The following is a quantum chemistry calculation of a structure of composition C5H5NO2, from OMol25.

The molar mass comes out at 111.1 g/mol. The energy above the lowest of the compared OMol25 structures with the same formula, charge and spin is 3.738 eV. The HOMO energy is -0.37492 Eh. The value obtained for the strongest force on any atom is 8.08 eV Å⁻¹. For the total energy, the calculation gives -10847.5768 eV. The orbital gap comes out at 0.325 Eh.

Each line ends with the Löwdin charge.
Geometry (Å):
C  -0.149  -1.239  1.833  -0.173
C  -0.142  -0.188  -0.116  -0.371
C  0.808  1.505  -0.604  -0.399
C  0.081  1.018  -1.867  0.123
C  -0.550  -0.103  -1.393  0.024
H  -0.859  -2.005  2.348  0.128
H  -0.301  -0.297  2.383  0.091
H  1.053  -1.397  1.792  0.148
H  -0.111  1.285  -2.837  0.088
H  -1.312  -0.533  -1.952  0.113
N  0.899  0.495  0.276  0.203
O  -0.584  -1.277  0.589  -0.027
O  1.166  2.736  -0.454  0.053

The following is a quantum chemistry calculation of an isolated molecule of C5H5NO2, from OMol25.

As for the expectation value of S²: 2.010. The molar mass comes out at 111.1 g/mol. The energy above the lowest of the compared OMol25 structures with the same formula, charge and spin is 0.000 eV. The HOMO energy (alpha / beta) is -0.22611 / -0.38709 Eh. The value obtained for the strongest force on any atom is 6.15 eV Å⁻¹. For the total energy, the calculation gives -10845.8876 eV. The orbital gap (alpha / beta) comes out at 0.250 / 0.311 Eh. As for the spin multiplicity: 3.

Each line ends with the Löwdin charge.
Geometry (Å):
C  3.122  0.094  0.329  -0.246
C  2.352  -0.970  0.430  -0.004
C  -0.191  -1.522  0.132  -0.364
C  -0.974  -0.257  -0.462  -0.017
C  0.343  0.448  -0.330  -0.175
N  0.946  -0.732  0.095  -0.032
O  -0.450  -2.696  0.169  0.115
O  3.751  1.090  0.212  0.092
H  2.863  -2.009  0.586  0.154
H  -1.593  -0.322  -1.330  0.114
H  -1.584  0.093  0.276  0.074
H  0.779  0.851  -1.207  0.117
H  0.485  1.287  0.479  0.171

The following is a quantum chemistry calculation of a cluster of 2 separate species, C5H5NO2S in total, from OMol25.

The molar mass comes out at 143.2 g/mol. The energy above the lowest of the compared OMol25 structures with the same formula, charge and spin is 4.217 eV. The HOMO energy is -0.30865 Eh. The value obtained for the strongest force on any atom is 4.45 eV Å⁻¹. For the total energy, the calculation gives -21681.9196 eV. The orbital gap comes out at 0.329 Eh.

Each line ends with the Löwdin charge.
Geometry (Å):
C  -1.621  1.634  -0.271  -0.229
C  -2.498  0.668  -0.565  -0.404
C  0.648  1.473  0.845  0.091
C  2.064  -1.219  -0.306  -0.289
C  3.105  -0.639  0.182  0.003
N  -0.408  1.447  0.295  -0.082
O  1.085  -1.839  -0.452  0.127
O  -1.203  -1.152  0.860  -0.443
S  -2.499  -1.013  -0.166  0.947
H  -1.734  2.763  -0.436  0.147
H  -3.389  0.824  -0.968  0.005
H  3.818  -1.374  0.378  0.048
H  3.398  0.396  -0.035  0.075
H  -0.764  -1.969  0.640  0.004

The following is a quantum chemistry calculation of a structure of composition C5H5NO4S, from OMol25.

The molar mass comes out at 175.2 g/mol. The energy above the lowest of the compared OMol25 structures with the same formula, charge and spin is 5.379 eV. The HOMO energy (alpha / beta) is -0.32162 / -0.35733 Eh. The value obtained for the strongest force on any atom is 6.50 eV Å⁻¹. For the total energy, the calculation gives -25774.1901 eV. The orbital gap (alpha / beta) comes out at 0.241 / 0.321 Eh.

Each line ends with the Löwdin charge.
Geometry (Å):
C  -1.428  -1.785  0.253  -0.351
C  1.272  -2.009  -0.403  0.049
C  3.443  -1.864  -1.286  -0.250
C  -0.299  -1.031  0.351  -0.102
C  -1.707  1.565  0.415  -0.122
N  -2.403  -2.395  0.353  0.177
O  3.442  -2.987  -1.676  0.120
O  1.008  1.426  0.246  -0.325
O  -0.371  0.615  -1.594  -0.311
O  2.340  -1.336  -0.620  -0.015
S  -0.199  0.732  -0.201  0.597
H  1.180  -3.167  -0.325  0.151
H  4.328  -1.136  -1.232  0.183
H  -1.853  2.623  0.000  0.113
H  -2.490  0.860  0.415  0.036
H  -1.549  1.758  1.464  0.053